Entry 1:
Formula: C29H68FeN9O10
Source: the Open Molecules 2025 dataset
Level of theory: ωB97M-V/def2-TZVPD

XYZ file:
```
117
Properties=species:S:1:pos:R:3:forces:R:3:mulliken_spin:R:1
Fe -1.30236 3.51589 -1.83458 1.74 -0.82 1.76 5.977
C 0.38867 -0.01839 -0.45176 -0.12 -0.84 -0.02 0.029
C -0.43714 1.05459 0.23977 1.02 0.33 0.60 -0.196
O -0.93813 2.00363 -0.63157 -1.02 1.06 -1.34 0.117
H -0.14474 -0.92776 -0.74112 -0.46 0.34 -0.10 -0.002
H 1.18023 -0.42697 0.18202 0.07 0.43 0.12 0.006
H 0.83767 0.38999 -1.35618 0.08 0.00 0.09 -0.011
H 0.23391 1.58563 0.94380 -0.10 0.01 -0.08 0.047
H -1.23100 0.67831 0.90271 -0.16 -0.09 -0.39 0.046
C -3.81150 -4.38637 -2.25633 -0.35 0.08 0.59 0.000
O -3.58980 -5.18969 -3.14029 0.08 0.49 0.18 0.000
N -3.07115 -4.22214 -1.12634 0.09 -0.32 -0.08 0.000
C -1.86011 -4.97421 -0.94387 0.09 0.07 1.33 0.000
C -3.42597 -3.31225 -0.02610 -0.26 0.24 -2.18 0.000
H -4.67937 -3.69197 -2.23633 0.04 -0.24 -0.29 0.000
H -1.63882 -5.63411 -1.76935 0.03 0.15 -0.27 0.000
H -1.96877 -5.56725 -0.02550 0.04 -0.25 -0.21 0.000
H -1.05668 -4.27172 -0.68975 0.21 -0.15 -0.54 0.000
H -4.50195 -3.16981 -0.08295 -0.12 -0.02 0.48 0.000
H -3.10070 -3.72327 0.91988 -0.03 0.09 0.16 0.000
H -2.98885 -2.33527 -0.28666 0.17 -0.07 0.76 0.000
C -5.37908 2.01518 0.28127 2.09 0.97 -0.29 -0.021
O -6.35224 1.36780 0.19157 -2.82 -1.68 -0.20 0.002
N -5.00474 2.74754 1.34969 0.74 0.90 -0.17 0.000
C -3.76203 3.51086 1.32674 -0.68 -0.99 0.34 -0.026
C -5.87769 3.06286 2.43956 -1.64 -0.08 0.15 0.001
H -4.64304 2.05415 -0.54280 0.28 0.10 0.01 0.044
H -4.00686 4.57138 1.30953 0.40 0.18 0.16 -0.016
H -3.14252 3.23410 0.47487 -0.13 0.05 -0.10 0.024
H -3.24324 3.17290 2.23055 0.40 0.70 0.05 -0.005
H -5.53029 2.64468 3.38347 0.16 0.35 0.13 0.000
H -6.13844 4.12857 2.47985 0.85 0.12 0.28 0.000
H -6.89238 2.67901 2.29337 0.39 -0.66 -0.32 0.001
C 4.00648 -3.78009 -1.27023 -1.03 0.41 -0.23 0.000
O 5.09132 -4.24944 -1.46449 0.60 -0.07 0.00 0.000
N 3.42434 -2.80099 -2.05297 0.88 -0.54 0.51 0.000
C 4.13423 -2.31013 -3.20800 -1.06 0.95 -0.80 0.000
C 2.02832 -2.51301 -1.98357 -1.05 0.40 -0.44 0.001
H 3.34456 -4.07664 -0.44151 0.14 -0.10 0.06 0.000
H 5.14354 -2.67635 -3.30914 0.14 -0.16 0.36 0.000
H 4.09852 -1.20953 -3.18034 0.50 -0.25 0.11 0.000
H 3.57997 -2.53599 -4.13194 0.14 -0.36 0.10 0.000
H 1.82318 -1.48207 -2.29897 0.29 -0.11 -0.17 0.002
H 1.41473 -3.16094 -2.62874 0.17 0.02 -0.04 0.000
H 1.56937 -2.54868 -0.99965 0.52 -0.41 0.39 -0.001
C -1.84014 0.48897 -5.59598 0.01 0.03 0.35 -0.030
O -2.09713 0.36181 -6.75747 -0.14 -0.24 -1.04 0.002
N -1.86373 -0.50911 -4.66830 0.84 1.10 -0.28 -0.016
C -1.56661 -0.22731 -3.30351 0.05 0.55 0.80 0.033
C -2.03268 -1.86267 -5.04332 -0.68 -2.12 -0.37 0.000
H -1.55876 1.48737 -5.21524 -0.02 -0.11 0.51 0.039
H -1.03406 -1.06957 -2.87253 -0.29 -0.27 0.24 0.009
H -2.47476 0.04407 -2.75302 0.04 -0.48 0.30 0.003
H -0.89619 0.62429 -3.12061 0.00 0.06 -0.64 0.010
H -1.19954 -2.54596 -4.81904 0.31 0.61 0.17 0.000
H -2.88079 -2.35236 -4.54662 -0.09 0.36 0.04 0.000
H -2.20933 -1.98227 -6.10720 -0.05 0.43 -0.11 0.001
C 1.72772 2.68135 -2.51348 1.38 -1.94 0.18 -0.030
O 0.97513 3.60162 -2.30140 -2.24 1.80 0.37 -0.036
N 2.09879 2.22734 -3.69336 0.10 -0.43 -0.51 0.007
C 1.48886 2.71676 -4.90114 -0.81 -0.04 -0.49 0.014
C 2.79332 0.97273 -3.82427 1.52 -0.48 0.13 -0.006
H 2.17955 2.09217 -1.70182 0.07 0.20 0.18 0.025
H 0.76182 1.97416 -5.24764 -0.06 0.08 0.01 -0.014
H 2.18525 2.84426 -5.72455 0.34 0.15 0.22 0.001
H 0.96452 3.63815 -4.67792 0.05 0.14 -0.15 0.012
H 3.36634 0.70012 -2.93168 -0.58 0.24 0.30 0.001
H 2.15748 0.13188 -4.10630 -0.23 0.19 -0.02 0.002
H 3.61005 1.04336 -4.54933 -0.38 0.18 -0.33 0.001
C -2.64208 -0.55061 4.39216 -0.43 -0.40 0.84 0.000
O -3.49228 -1.38810 4.62247 0.50 0.34 -0.20 0.000
N -1.44471 -0.43961 5.04441 -0.07 0.80 -0.55 0.000
C -0.42058 0.45192 4.50745 0.32 -0.46 1.08 -0.001
C -1.05033 -1.33999 6.10203 -0.08 -1.53 -0.07 0.000
H -2.82491 0.27387 3.67562 0.25 -0.11 -0.11 0.001
H 0.20137 -0.03680 3.75619 -0.12 0.13 -0.20 0.000
H 0.23661 0.65786 5.35526 0.11 0.26 -0.16 0.000
H -0.80227 1.40754 4.15660 -0.29 -0.10 -0.16 0.004
H -1.90944 -1.88076 6.49689 -0.24 0.35 -0.12 0.000
H -0.41166 -2.15173 5.72097 0.10 0.26 -0.03 0.000
H -0.52431 -0.90258 6.94900 -0.07 0.59 -0.25 0.000
C 6.12207 1.04233 1.86420 -1.24 0.05 -0.21 0.000
O 7.20116 0.63992 2.17280 1.15 -0.03 0.29 0.000
N 5.20986 0.33107 1.15086 -0.12 -0.02 0.00 0.000
C 3.91009 0.86471 0.83710 0.43 -0.25 -0.13 -0.001
C 5.57106 -0.88673 0.45502 -0.96 -0.24 0.12 0.000
H 5.69017 2.02515 2.13381 0.31 0.11 0.24 0.000
H 3.75451 1.81925 1.33628 0.03 0.07 -0.03 0.000
H 3.14123 0.15976 1.16987 -0.09 0.08 -0.13 0.000
H 3.85677 0.99243 -0.25262 -0.38 0.09 0.05 0.000
H 4.77367 -1.62772 0.59942 0.06 0.05 0.01 0.000
H 5.59093 -0.67323 -0.61872 0.47 -0.23 -0.01 0.000
H 6.47116 -1.32547 0.86200 0.33 0.24 -0.21 0.000
C 2.97549 -3.82544 2.52694 -1.52 0.48 1.08 0.000
O 3.54736 -4.62030 1.85541 1.28 -0.86 -0.89 0.000
N 1.64412 -3.54863 2.38268 -0.43 1.01 0.40 0.000
C 1.00490 -2.50396 3.16079 0.39 0.15 0.56 0.000
C 0.87397 -4.12815 1.32734 -0.08 -1.15 -0.92 0.000
H 3.37765 -3.29476 3.40624 0.38 0.05 -0.14 0.000
H 0.95733 -1.55378 2.61092 -0.34 -0.23 -0.16 0.000
H 1.55670 -2.26322 4.07673 0.36 -0.26 -0.23 0.000
H 0.02746 -2.79987 3.55212 -0.11 -0.04 -0.53 0.000
H 0.19882 -4.92173 1.66761 -0.14 0.30 0.24 0.000
H 0.30509 -3.42145 0.71963 -0.03 0.37 0.42 -0.001
H 1.52203 -4.64553 0.61645 0.22 0.11 0.22 0.000
C -1.26123 5.69292 0.47898 -0.62 -0.17 -0.90 0.744
O -0.74188 4.82588 -0.35597 -0.38 0.34 1.06 0.300
N -0.83149 5.67026 1.92171 0.85 -0.98 0.14 0.785
C -1.39557 6.53876 2.89423 -0.88 0.70 -0.81 0.008
C 0.09880 4.73060 2.39051 1.20 -1.07 1.15 0.018
H -1.83437 6.57423 0.24237 0.14 0.13 -0.18 -0.050
H -1.63104 6.03016 3.82429 0.18 -0.16 0.05 0.014
H -2.30840 6.94565 2.45278 0.01 0.14 0.22 0.003
H -0.71275 7.37656 3.08658 0.05 -0.05 0.02 0.043
H -0.24496 4.25080 3.32172 -0.41 0.13 -0.23 0.037
H 0.39803 3.93739 1.71450 -0.33 0.33 -0.57 -0.009
H 1.03125 5.18796 2.77443 -0.18 0.40 -0.41 0.059
```
Positions in Å, forces in eV/Å.

**Total charge**: +1
**Spin multiplicity**: 9
**LUMO energy (alpha / beta)**: -2.75 / -6.94 eV
**E_HOMO (alpha / beta)**: -0.3707 / -0.4099 hartree
**Expectation value of S²**: 20.02

---

Entry 2:
Formula: C29H68IN4O7
Source: the Open Molecules 2025 dataset
Level of theory: ωB97M-V/def2-TZVPD

XYZ file:
```
109
Properties=species:S:1:pos:R:3:forces:R:3:mulliken_charge:R:1
C 2.06159 1.01608 -2.89502 0.03 0.02 0.09 -1.774
N 3.31426 0.29353 -2.65689 0.06 0.01 -0.29 0.277
C 4.59560 0.95633 -2.78105 -0.08 0.04 -0.08 -0.529
C 5.22173 1.39704 -1.45259 -0.12 0.01 -0.15 0.275
O 6.34329 1.72755 -1.33908 0.07 -0.02 -0.01 -0.436
I 3.82678 1.46643 0.18225 -0.04 0.04 0.35 0.013
C 3.29985 -0.96814 -2.26926 -0.01 -0.11 0.10 0.465
N 4.39526 -1.70404 -1.96875 -0.15 0.08 -0.04 -0.422
C 3.92320 -2.87188 -1.59929 0.01 -0.17 0.14 -0.172
N 2.59306 -2.92900 -1.64886 -0.03 -0.09 -0.04 -0.158
N 2.18093 -1.70211 -2.08547 0.11 0.28 -0.10 0.097
H 1.32411 0.76004 -2.12996 0.07 0.06 -0.06 0.477
H 2.23377 2.08332 -2.76737 -0.03 -0.14 -0.05 0.398
H 1.67655 0.81730 -3.89796 0.00 0.00 0.04 0.648
H 4.43499 1.85971 -3.37306 0.14 -0.04 0.04 0.435
H 5.33264 0.32864 -3.28569 -0.09 0.03 0.03 0.413
H 4.52289 -3.70648 -1.26514 -0.08 0.01 -0.05 0.502
H 1.94355 -3.67518 -1.43138 0.07 0.01 0.08 0.267
H 1.21824 -1.45061 -2.24279 -0.04 -0.16 0.08 0.204
C -1.62931 3.67416 -2.26822 0.10 0.08 -0.07 -0.857
C -0.96394 2.73064 -1.28703 -0.13 0.00 0.05 0.029
O 0.44927 2.88164 -1.19853 -0.01 0.04 -0.01 -0.256
C 0.91132 4.16153 -0.77343 0.11 0.02 -0.04 -0.354
C 0.42976 4.57295 0.60296 -0.05 -0.13 0.02 -1.036
H -1.21150 3.55210 -3.26910 -0.05 -0.02 -0.02 0.243
H -2.69557 3.45461 -2.31564 0.00 -0.03 -0.01 0.076
H -1.51671 4.71935 -1.97589 -0.04 -0.02 0.05 0.351
H -1.12253 1.70141 -1.61352 -0.01 -0.03 0.01 0.137
H -1.41954 2.81977 -0.29522 0.03 0.02 0.00 0.160
H 0.66232 4.92739 -1.51592 -0.08 -0.04 -0.01 0.275
H 1.99898 4.06439 -0.77532 0.01 0.04 0.03 0.344
H -0.65201 4.69438 0.64587 0.00 0.05 0.00 0.149
H 0.87780 5.52485 0.88837 0.02 -0.01 -0.01 0.526
H 0.70446 3.82527 1.34885 0.00 0.02 0.01 0.179
C 2.39790 -4.21905 2.01301 0.10 0.03 -0.05 -0.700
C 0.95135 -4.51947 1.67346 -0.04 0.08 0.02 -0.399
O 0.79750 -5.59231 0.75999 0.08 0.09 -0.12 -0.449
C 1.29614 -6.85103 1.21373 0.02 -0.11 0.01 -0.386
C 0.66430 -7.33497 2.50430 -0.08 0.08 0.00 -0.536
H 2.95718 -4.01793 1.09437 0.07 0.03 0.05 0.064
H 2.46343 -3.34212 2.65775 0.00 0.02 -0.03 0.385
H 2.88897 -5.04265 2.52984 -0.07 0.00 0.07 0.201
H 0.50030 -3.65980 1.17059 -0.02 0.01 0.04 0.349
H 0.36991 -4.68470 2.58546 0.02 -0.07 -0.01 0.343
H 2.38602 -6.81289 1.31732 0.00 0.04 0.01 0.283
H 1.07735 -7.54389 0.40182 -0.02 0.01 0.00 0.354
H 0.88113 -6.67180 3.34261 0.07 -0.05 0.02 -0.178
H 1.06057 -8.31748 2.76004 0.00 -0.01 -0.02 0.400
H -0.41797 -7.41546 2.39543 0.00 -0.01 0.00 0.291
C -0.75743 5.28747 -7.34121 -0.06 -0.03 -0.01 -1.227
C -0.33348 4.31873 -6.25200 0.04 0.06 -0.01 -0.179
O -1.30184 3.33064 -5.94080 0.05 -0.05 0.10 -0.362
C -1.68361 2.47342 -7.00274 -0.06 -0.03 -0.05 -0.382
C -0.54233 1.65877 -7.58701 0.04 0.04 0.04 -0.968
H -1.68939 5.78390 -7.06942 0.00 0.01 0.00 0.316
H 0.01262 6.04692 -7.47968 0.00 0.01 0.02 0.404
H -0.90498 4.78986 -8.30025 0.04 0.00 -0.01 0.288
H -0.18259 4.85999 -5.31675 0.00 0.00 0.00 0.281
H 0.62575 3.85284 -6.50969 -0.02 -0.02 -0.03 0.304
H -2.18960 3.03812 -7.79300 0.03 0.02 0.00 0.345
H -2.42682 1.80670 -6.56462 -0.01 0.01 0.00 0.341
H 0.21774 2.28799 -8.05126 -0.02 0.00 -0.03 0.282
H -0.92498 0.98453 -8.35370 -0.01 -0.01 0.01 0.405
H -0.06187 1.06185 -6.80900 0.00 -0.01 -0.01 0.155
C -6.29682 1.40405 -1.33056 0.05 -0.04 0.05 -1.159
C -5.17409 1.42585 -2.35194 -0.06 0.05 -0.03 -0.240
O -4.00328 0.73240 -1.94429 0.11 0.03 -0.01 -0.278
C -4.16466 -0.64801 -1.67225 -0.02 -0.04 0.03 -0.325
C -4.65829 -1.46469 -2.85409 0.02 0.05 -0.03 -1.092
H -5.95848 1.81798 -0.37974 -0.01 0.00 0.00 0.295
H -7.13323 2.00304 -1.69131 0.01 0.02 0.00 0.404
H -6.66959 0.39546 -1.14842 -0.03 0.01 -0.04 0.277
H -4.84432 2.45194 -2.51550 0.00 0.00 -0.01 0.290
H -5.52764 1.04943 -3.31799 0.01 -0.03 0.02 0.283
H -4.81960 -0.79832 -0.80680 -0.02 0.02 -0.02 0.342
H -3.17015 -0.98888 -1.37790 0.00 -0.01 0.02 0.260
H -5.65835 -1.16729 -3.16932 -0.01 -0.02 0.03 0.273
H -4.69992 -2.52022 -2.58246 0.01 0.00 0.00 0.392
H -3.98732 -1.35062 -3.70706 -0.01 0.00 -0.01 0.289
C 1.45862 -3.60999 6.12455 0.06 0.00 -0.06 -0.923
C 1.32698 -5.11931 6.24636 -0.04 0.04 0.03 -0.342
O 2.38880 -5.83797 5.64026 -0.06 0.00 -0.13 -0.387
C 3.68667 -5.58844 6.15856 0.07 0.00 0.01 -0.304
C 3.83948 -5.90351 7.63536 -0.07 -0.03 0.00 -1.157
H 1.53005 -3.32045 5.07404 0.00 0.02 0.00 0.101
H 0.59052 -3.11434 6.55994 -0.03 -0.04 -0.01 0.406
H 2.34256 -3.23109 6.63833 -0.02 -0.01 0.04 0.293
H 0.42911 -5.45640 5.72619 0.00 -0.01 0.00 0.341
H 1.21081 -5.41120 7.29510 0.04 0.02 0.01 0.346
H 3.99092 -4.55483 5.95540 -0.04 0.01 0.02 0.309
H 4.34349 -6.23378 5.57457 0.00 0.00 0.00 0.344
H 3.21061 -5.26830 8.25993 0.03 0.03 0.00 0.272
H 4.87408 -5.74373 7.94003 0.01 -0.01 -0.01 0.401
H 3.57643 -6.94284 7.83429 0.00 0.00 0.00 0.300
C -0.72005 2.40476 4.63768 -0.03 0.00 -0.06 -0.991
C -0.70128 3.92418 4.61983 0.04 -0.01 0.06 -0.410
O -1.35858 4.49801 3.50456 0.03 0.01 -0.08 -0.374
C -2.73705 4.19673 3.36693 -0.05 -0.01 -0.02 -0.248
C -3.59361 4.64130 4.53893 0.05 0.03 0.03 -1.224
H -0.27779 2.00628 3.72247 0.00 -0.01 0.00 0.223
H -0.14655 2.03898 5.49024 0.02 0.00 -0.01 0.397
H -1.73172 2.00697 4.72560 0.00 0.01 0.04 0.267
H 0.32729 4.27907 4.54649 0.00 0.01 0.01 0.347
H -1.10743 4.32020 5.55702 -0.03 -0.01 -0.02 0.364
H -2.88114 3.12678 3.17338 0.02 -0.01 0.03 0.321
H -3.04500 4.72630 2.46440 0.00 0.00 0.00 0.340
H -3.32998 4.12338 5.46174 -0.02 -0.03 -0.01 0.285
H -4.64263 4.42896 4.33001 0.00 0.01 -0.01 0.403
H -3.48420 5.71297 4.70795 0.00 0.00 0.00 0.315
```
Positions in Å, forces in eV/Å.

**Total charge**: +1
**LUMO energy**: -2.72 eV
**E_HOMO**: -0.4138 hartree

---

| no. | DFT total energy (Eh) |
| --- | --- |
| 1 | -3654.11826 |
| 2 | -2188.80629 |